Entry 1:
This record from the Open Molecules 2025 dataset describes the molecule C3H6ClF in a non-equilibrium geometry. The level of theory is ωB97M-V with the def2-TZVPD basis set.

The energy comes out at -677.9317 a.u. The SMILES is FCCCCl. Its frontier orbital gap is 11.78 eV.

Atoms and positions in Å:
F (0.880, -2.028, -0.107)
C (0.932, -0.732, 0.330)
C (0.190, 0.138, -0.656)
C (-0.939, 0.532, 0.195)
Cl (-1.973, 1.804, -0.704)
H (1.985, -0.456, 0.552)
H (0.390, -0.823, 1.264)
H (0.778, 0.999, -0.843)
H (-0.073, -0.227, -1.563)
H (-1.628, -0.204, 0.432)
H (-0.543, 0.997, 1.100)



Entry 2:
This record from the Open Molecules 2025 dataset describes the molecule C3H6ClFN2S in a non-equilibrium geometry. The level of theory is ωB97M-V with the def2-TZVPD basis set.

The energy comes out at -1185.6493 a.u. The SMILES is [H]/N=C(\NS)[C@](C)(F)Cl. Its frontier orbital gap is 10.33 eV.

Atoms and positions in Å:
H (-0.260, -2.791, 0.138)
N (-0.620, -2.026, -0.403)
C (0.022, -0.957, -0.137)
N (1.108, -0.879, 0.727)
S (1.765, 0.445, 1.547)
C (-0.461, 0.311, -0.860)
C (-1.188, 1.296, 0.034)
F (-1.316, -0.065, -1.848)
Cl (0.936, 1.103, -1.687)
H (1.421, -1.763, 1.095)
H (2.741, 0.793, 0.689)
H (-1.567, 2.087, -0.599)
H (-2.031, 0.758, 0.491)
H (-0.549, 1.688, 0.812)



Entry 3:
This record from the Open Molecules 2025 dataset describes the molecule C3H6ClFO in a non-equilibrium geometry. The level of theory is ωB97M-V with the def2-TZVPD basis set.

The energy comes out at -753.1877 a.u. The SMILES is C[C@@H](O)[C@@H](F)Cl. Its frontier orbital gap is 11.35 eV.

Atoms and positions in Å:
C (-1.392, 0.725, 1.136)
C (-0.875, -0.453, 0.256)
O (-1.786, -0.923, -0.683)
C (0.344, -0.016, -0.575)
F (0.181, 1.350, -0.888)
Cl (1.854, -0.361, 0.318)
H (-2.448, 0.715, 1.282)
H (-0.869, 0.756, 2.083)
H (-1.261, 1.658, 0.584)
H (-0.627, -1.284, 0.900)
H (-2.419, -1.465, -0.173)
H (0.302, -0.545, -1.523)



Entry 4:
This record from the Open Molecules 2025 dataset describes the molecule C3H6ClFO in a non-equilibrium geometry. The level of theory is ωB97M-V with the def2-TZVPD basis set.

The energy comes out at -753.1488 a.u. The SMILES is COC[C@H](F)Cl. Its frontier orbital gap is 11.03 eV.

Atoms and positions in Å:
C (1.057, -0.697, 1.305)
O (0.121, -0.701, 0.345)
C (-0.569, 0.509, 0.022)
C (-1.016, 0.362, -1.393)
F (-1.789, -0.730, -1.390)
Cl (0.423, 0.249, -2.521)
H (0.861, -0.221, 2.305)
H (2.069, -0.239, 0.983)
H (1.377, -1.728, 1.507)
H (0.214, 1.240, -0.060)
H (-1.361, 0.771, 0.716)
H (-1.387, 1.184, -1.818)



Entry 5:
This record from the Open Molecules 2025 dataset describes the molecule C3H6ClISi in a non-equilibrium geometry. The level of theory is ωB97M-V with the def2-TZVPD basis set.

The energy comes out at -1165.1807 a.u. The spin multiplicity is 3. Its frontier orbital gap (alpha / beta) is 6.53 / 6.73 eV.

Atoms and positions in Å:
C (0.836, 0.245, 0.120)
C (-0.433, -0.135, 0.170)
C (1.574, 0.832, 1.236)
Si (-1.472, -0.593, -1.359)
Cl (-3.493, -0.859, -0.723)
I (-0.851, -2.920, -1.982)
H (1.440, 0.199, -0.872)
H (-1.036, -0.073, 1.171)
H (2.243, 1.661, 0.941)
H (2.046, 0.081, 1.898)
H (0.831, 1.294, 2.007)
H (-1.685, 0.269, -2.607)



Entry 6:
This record from the Open Molecules 2025 dataset describes the molecule C3H6ClN in a non-equilibrium geometry. The level of theory is ωB97M-V with the def2-TZVPD basis set.

The energy comes out at -632.7784 a.u. The SMILES is C[C@H]1CN1Cl. Its frontier orbital gap is 10.60 eV.

Atoms and positions in Å:
C (-0.039, -1.258, 0.745)
C (0.384, 0.076, 0.213)
C (-0.001, 0.543, -1.137)
N (-0.806, 1.077, -0.058)
Cl (-0.466, 2.718, 0.376)
H (-0.922, -1.607, 0.220)
H (-0.267, -1.190, 1.807)
H (0.765, -1.980, 0.612)
H (1.247, 0.535, 0.675)
H (0.659, 1.217, -1.672)
H (-0.554, -0.131, -1.780)



Entry 7:
This record from the Open Molecules 2025 dataset describes a cluster of 2 separate species, C3H6ClN in total in a non-equilibrium geometry. The level of theory is ωB97M-V with the def2-TZVPD basis set.

The energy comes out at -632.6921 a.u. Its frontier orbital gap (alpha / beta) is 7.48 / 7.48 eV.

Atoms and positions in Å:
C (-1.427, -0.247, -0.577)
C (-0.733, -1.172, 0.103)
C (0.766, -1.304, 0.165)
N (1.094, 1.715, -0.162)
Cl (1.432, -1.969, 1.627)
H (-2.486, -0.194, -0.798)
H (-0.848, 0.557, -1.000)
H (-1.352, -1.977, 0.488)
H (0.728, 1.847, 0.811)
H (2.004, 2.006, -0.367)
H (0.823, 0.739, -0.291)



Entry 8:
This record from the Open Molecules 2025 dataset describes the molecule C3H6ClN3 in a non-equilibrium geometry. The level of theory is ωB97M-V with the def2-TZVPD basis set.

The energy comes out at -742.2212 a.u. The SMILES is NN/C=N\C=C\Cl. Its frontier orbital gap is 9.41 eV.

Atoms and positions in Å:
N (-3.639, -0.678, 0.290)
N (-2.266, -0.490, -0.410)
C (-1.661, 0.811, 0.021)
N (-0.514, 1.221, 0.074)
C (0.590, 0.367, -0.464)
C (1.801, 0.552, 0.060)
Cl (2.961, -0.576, 0.101)
H (-4.133, -1.585, -0.239)
H (-3.582, -0.754, 1.387)
H (-1.685, -1.153, -0.048)
H (-2.410, 1.707, -0.015)
H (0.334, -0.502, -1.039)
H (1.686, 1.324, 0.878)



Entry 9:
This record from the Open Molecules 2025 dataset describes the ion C3H6ClN3O2 with charge +2 in a non-equilibrium geometry. The level of theory is ωB97M-V with the def2-TZVPD basis set.

The energy comes out at -892.0683 a.u. The SMILES is OC=[N+]=C(Cl)/[NH+]=C\NO. The total charge is +2. Its frontier orbital gap is 9.55 eV.

Atoms and positions in Å:
O (-0.987, 2.682, 0.543)
C (-1.147, 1.888, -0.535)
N (-1.020, 0.594, -0.563)
C (-1.406, -0.522, -0.030)
Cl (-3.004, -0.947, 0.114)
N (-0.495, -1.653, -0.013)
C (0.847, -1.511, 0.106)
N (1.520, -0.421, 0.232)
O (2.904, -0.388, 0.199)
H (-1.102, 3.591, 0.442)
H (-1.257, 2.370, -1.523)
H (-0.975, -2.580, 0.012)
H (1.305, -2.555, 0.173)
H (1.319, 0.613, 0.437)
H (3.499, -1.160, 0.407)



Entry 10:
This record from the Open Molecules 2025 dataset describes the molecule C3H6ClNO in a non-equilibrium geometry. The level of theory is ωB97M-V with the def2-TZVPD basis set.

The energy comes out at -708.0385 a.u. The SMILES is N[C@H]1[C@H](O)[C@@H]1Cl. Its frontier orbital gap is 9.93 eV.

Atoms and positions in Å:
N (0.449, 0.904, 1.407)
C (-0.158, 0.581, 0.162)
C (0.496, -0.516, -0.521)
O (0.715, -0.432, -1.905)
C (-0.972, -0.656, -0.041)
Cl (-2.325, -0.436, -1.163)
H (0.735, 0.053, 1.869)
H (-0.160, 1.488, 2.032)
H (-0.303, 1.431, -0.542)
H (1.194, -1.157, -0.045)
H (1.559, -0.053, -2.109)
H (-1.229, -1.207, 0.858)